C17H15BaBr4N4O3S2 as an isolated structure. Source: OMol25; level of theory: the ωB97M-V functional and the def2-TZVPD basis.

HOMO energy = -3.70 eV
multiplicity = 1
charge = -1
LUMO = 2.0 eV
relative energy (zero: lowest compared OMol25 entry of this formula, charge and spin) = 44.1 kJ/mol

Cartesian coordinates (Å):
1 Ba 0.509 0.142 1.719
2 Br -2.479 -2.796 -1.588
3 Br -1.523 -6.003 -1.684
4 Br 3.205 -4.470 1.196
5 Br 1.402 -6.843 -0.334
6 S -0.131 -0.966 4.604
7 S 2.379 0.143 -0.962
8 O 1.759 -1.853 1.183
9 O -0.499 -1.108 -0.101
10 O 2.058 1.195 0.154
11 N -2.033 0.500 2.657
12 N -0.872 2.545 0.988
13 N -2.520 -1.961 5.041
14 N -2.669 -0.400 3.454
15 C -2.541 3.967 -0.679
16 C -3.049 2.978 0.141
17 C -1.183 4.247 -0.657
18 C 1.099 -2.760 0.537
19 C -0.436 -4.715 -0.826
20 C 1.225 0.543 -2.269
21 C 0.770 -5.059 -0.257
22 C -0.142 -2.370 -0.137
23 C -2.188 2.267 0.979
24 C -2.765 1.228 1.896
25 C 3.221 1.595 -3.115
26 C 1.731 1.839 -2.880
27 C -0.871 -3.377 -0.763
28 C -1.830 -1.064 4.277
29 C 3.767 0.877 -1.867
30 C 1.539 -4.080 0.397
31 C -0.387 3.499 0.196
32 H 3.346 0.940 -3.979
33 H 1.573 2.658 -2.175
34 H 0.684 3.662 0.249
35 H -3.847 1.105 1.939
36 H 3.780 2.509 -3.314
37 H -3.448 -2.187 4.723
38 H 0.234 0.517 -1.814
39 H 1.275 -0.301 -2.966
40 H -0.746 5.018 -1.277
41 H 4.489 0.093 -2.095
42 H -3.211 4.515 -1.331
43 H 1.199 2.092 -3.798
44 H -4.106 2.741 0.139
45 H -1.974 -2.649 5.529
46 H 4.209 1.550 -1.132

---

A 10-piece molecular cluster, C34H69ClN3O9S overall. Source: OMol25; level of theory: the ωB97M-V functional and the def2-TZVPD basis.

HOMO energy = -10.94 eV
multiplicity = 1
charge = +1
LUMO = -3.3 eV

Cartesian coordinates (Å):
1 Cl 0.304 -3.683 -1.706
2 S 2.892 0.497 2.429
3 O 0.039 -8.495 1.994
4 O -1.496 5.132 -5.095
5 O -1.141 -5.628 3.590
6 O 4.169 6.827 3.231
7 O -5.252 -6.897 3.662
8 O 0.658 3.668 3.412
9 O -6.137 6.740 -6.504
10 O 2.554 1.791 -3.976
11 O 4.275 -2.684 2.615
12 N 2.672 0.915 0.777
13 N 1.476 -0.977 -0.189
14 N 0.384 0.954 0.400
15 C 2.837 -1.398 -0.620
16 C 2.282 -3.971 2.395
17 C 3.475 -0.173 -1.271
18 C -7.119 -6.337 5.026
19 C 3.821 0.820 -0.166
20 C 1.358 3.690 4.404
21 C -1.298 -4.715 1.412
22 C 0.961 -8.517 2.776
23 C 3.262 5.919 1.239
24 C 2.821 -2.702 -1.410
25 C 1.505 0.291 0.335
26 C -5.672 -6.267 4.604
27 C -7.919 8.025 -7.413
28 C 0.545 3.023 -4.347
29 C -6.873 6.940 -7.443
30 C 0.783 3.880 5.782
31 C 4.596 -5.038 2.656
32 C 2.850 3.512 4.297
33 C -2.591 5.642 -5.199
34 C -4.769 -5.373 5.421
35 C 2.309 3.738 -2.632
36 C -1.645 -5.718 2.489
37 C -3.807 4.857 -5.608
38 C 2.369 -8.836 2.327
39 C 0.767 -8.235 4.245
40 C 1.287 -1.692 -3.283
41 C 3.768 -3.787 2.558
42 C -2.808 7.110 -4.931
43 C -2.613 -6.794 2.111
44 C 4.002 6.964 2.042
45 C -6.791 6.118 -8.706
46 C 1.865 2.747 -3.687
47 C 1.735 -2.907 -2.481
48 C 4.514 8.168 1.295
49 H -7.747 8.734 -8.223
50 H 3.480 -0.721 2.340
51 H -2.204 -7.358 1.272
52 H 2.770 0.329 -1.942
53 H 4.465 -5.641 1.755
54 H -8.911 7.592 -7.554
55 H 4.023 1.815 -0.565
56 H 2.739 -9.717 2.853
57 H 5.205 7.857 0.510
58 H -0.255 3.049 -3.605
59 H 3.684 8.695 0.821
60 H -7.745 5.621 -8.890
61 H 1.574 3.786 -1.825
62 H 2.693 -3.502 -0.677
63 H -3.755 -5.410 5.028
64 H -2.195 -4.193 1.075
65 H -7.192 -6.696 6.054
66 H -0.277 -8.013 4.445
67 H 2.133 -1.056 -3.551
68 H 3.423 -1.615 0.285
69 H 1.869 -4.534 3.235
70 H -4.764 -5.699 6.462
71 H 3.099 3.391 3.246
72 H 2.379 6.348 0.762
73 H -3.536 3.816 -5.772
74 H 2.384 4.735 -3.067
75 H -0.417 0.658 -0.137
76 H 1.100 -1.594 0.528
77 H 2.065 -4.537 1.486
78 H 4.363 -0.452 -1.838
79 H 0.559 3.995 -4.836
80 H 5.023 8.838 1.983
81 H -4.232 5.282 -6.516
82 H -7.662 -7.009 4.367
83 H -0.863 -5.232 0.555
84 H -4.572 4.922 -4.833
85 H -7.883 8.545 -6.460
86 H 0.532 -1.119 -2.744
87 H 1.027 3.021 6.410
88 H 0.817 -2.027 -4.209
89 H 5.645 -4.781 2.774
90 H 2.381 -9.022 1.256
91 H 4.706 0.490 0.382
92 H -2.779 -7.465 2.947
93 H 2.119 -3.646 -3.185
94 H -3.210 7.593 -5.823
95 H 3.814 -2.854 -1.844
96 H 3.902 5.511 0.454
97 H 0.334 2.251 -5.083
98 H 1.215 4.767 6.246
99 H 3.385 4.374 4.699
100 H -0.297 3.991 5.720
101 H 1.374 -7.378 4.545
102 H 3.278 3.446 -2.233
103 H 3.036 -8.004 2.563
104 H 0.308 1.759 1.011
105 H -3.567 -6.355 1.818
106 H 1.792 -2.998 2.352
107 H -6.581 6.763 -9.560
108 H -3.540 7.239 -4.132
109 H -6.007 5.370 -8.616
110 H -5.137 -4.346 5.395
111 H 1.086 -9.097 4.833
112 H -0.587 -3.993 1.804
113 H -7.570 -5.344 4.987
114 H -1.869 7.579 -4.649
115 H 2.944 5.116 1.897
116 H 3.155 2.617 4.843
117 H 4.267 -5.634 3.509

---

C35H37BrHfNO6Se as an isolated structure. Source: OMol25; level of theory: the ωB97M-V functional and the def2-TZVPD basis.

HOMO energy = -10.27 eV
multiplicity = 1
charge = +1
LUMO = -3.8 eV
relative energy (zero: lowest compared OMol25 entry of this formula, charge and spin) = 67.4 kJ/mol

Cartesian coordinates (Å):
1 Hf 0.683 -0.350 -0.002
2 Br -4.046 5.534 0.162
3 Se 3.178 -0.444 0.302
4 O -1.417 -3.386 1.279
5 O 1.505 2.509 3.554
6 O -0.355 1.478 -0.002
7 O -1.449 -0.378 -0.175
8 O 0.320 -2.239 0.423
9 O 1.687 1.604 1.508
10 N 0.080 -0.340 2.141
11 C -1.480 0.884 -0.068
12 C -3.943 0.872 -0.027
13 C 4.639 -3.947 2.153
14 C 2.881 -2.348 2.906
15 C 0.794 0.609 -2.611
16 C -0.347 2.838 -2.874
17 C 2.134 1.313 -2.699
18 C 1.989 -1.661 -2.584
19 C 5.798 -3.708 0.088
20 C 3.881 -2.813 1.887
21 C -5.185 2.925 0.097
22 C -3.995 3.641 0.113
23 C -2.774 2.994 0.085
24 C 6.436 -5.623 1.574
25 C -1.592 0.655 -3.097
26 C -2.756 1.604 0.010
27 C -0.885 0.869 3.939
28 C -0.515 -1.468 -2.651
29 C -0.829 -1.306 2.276
30 C 0.066 0.725 2.948
31 C -2.786 1.442 -3.586
32 C -1.839 -0.136 4.079
33 C 5.601 -4.412 1.268
34 C 0.731 -0.808 -2.515
35 C -1.672 -0.735 -2.925
36 C 5.393 -1.824 -1.493
37 C -0.523 -2.974 -2.616
38 C -0.387 1.330 -2.860
39 C -2.998 -1.447 -3.019
40 C -1.815 -1.245 3.245
41 C -5.154 1.538 0.035
42 C 5.078 -2.561 -0.220
43 C 4.097 -2.134 0.680
44 C 1.160 1.674 2.598
45 C -0.679 -2.442 1.255
46 H 5.324 -0.747 -1.342
47 H -3.315 1.923 -2.759
48 H 2.716 0.886 -3.517
49 H 4.485 -4.472 3.089
50 H -2.537 -2.045 3.326
51 H -3.889 -0.204 -0.116
52 H -0.887 1.745 4.570
53 H -6.128 3.453 0.135
54 H -3.086 -2.181 -2.219
55 H 2.245 3.069 3.273
56 H -3.104 -1.969 -3.972
57 H 2.732 1.232 -1.793
58 H -1.847 3.551 0.102
59 H -2.605 -0.041 4.837
60 H -2.468 2.215 -4.283
61 H 2.954 -2.933 3.822
62 H -6.082 0.983 0.037
63 H 2.890 -1.066 -2.517
64 H -1.343 3.263 -2.788
65 H 6.261 -5.982 2.586
66 H 0.239 3.203 -2.031
67 H -3.489 0.807 -4.115
68 H -3.831 -0.757 -2.919
69 H 0.063 -3.371 -3.447
70 H -0.087 -3.347 -1.690
71 H 3.046 -1.296 3.147
72 H 2.022 -2.428 -1.807
73 H 4.704 -2.108 -2.291
74 H 0.100 3.220 -3.794
75 H 7.496 -5.390 1.463
76 H 1.878 -2.462 2.510
77 H 6.206 -6.429 0.875
78 H 2.011 2.369 -2.914
79 H -1.524 -3.383 -2.699
80 H 6.557 -4.053 -0.606
81 H 6.402 -2.063 -1.825
82 H 1.999 -2.181 -3.547

---

A 2-piece molecular cluster, C2H7N overall. Source: OMol25; level of theory: the ωB97M-V functional and the def2-TZVPD basis.

structure (SMILES) = C=N.C
HOMO energy = -9.91 eV
multiplicity = 1
LUMO = 1.2 eV
relative energy (zero: lowest compared OMol25 entry of this formula, charge and spin) = 138.9 kJ/mol

Cartesian coordinates (Å):
1 N 2.965 0.252 4.120
2 C 1.789 0.714 3.980
3 C -2.044 -0.520 -3.828
4 H -1.234 -0.561 -3.109
5 H -1.744 -0.346 -4.869
6 H 1.060 0.853 4.788
7 H -2.687 -1.396 -3.912
8 H 3.189 -0.203 3.232
9 H 1.445 1.014 2.976
10 H -2.740 0.194 -3.377

---

Number 1: HOMO-LUMO gap 0.208 Eh. Number 2: HOMO-LUMO gap 0.282 Eh. Number 3: HOMO-LUMO gap 0.237 Eh. Number 4: HOMO-LUMO gap 0.406 Eh.